Formula: C38H94BrN2O16
Source: OMol25
Level of theory: wB97M-V/def2-TZVPD

Summary:
Energy relative to the best compared isomer or geometry (same formula, charge and spin), kcal per mole: 0.0
Charge: +1
Gap between HOMO and LUMO, Eh: 0.2060
Spin multiplicity: 1

CARTESIAN COORDINATES (ANGSTROEM)
C (-1.960, 0.127, 5.722)
C (-3.303, -0.270, 5.101)
C (-3.242, -0.365, 3.600)
N (-2.874, 0.963, 3.066)
Br (-2.419, 0.894, 1.218)
C (-3.983, 1.952, 3.280)
C (-4.434, 1.988, 4.726)
C (-4.453, 0.652, 5.453)
N (-4.478, 0.922, 6.888)
H (-2.043, 1.045, 6.286)
H (-1.590, -0.648, 6.375)
H (-1.190, 0.277, 4.969)
H (-3.571, -1.263, 5.442)
H (-2.548, -1.116, 3.253)
H (-4.223, -0.602, 3.204)
H (-2.035, 1.317, 3.528)
H (-4.791, 1.650, 2.627)
H (-3.634, 2.912, 2.932)
H (-3.880, 2.718, 5.303)
H (-5.456, 2.345, 4.688)
H (-5.365, 0.136, 5.150)
H (-4.613, 0.051, 7.389)
H (-5.296, 1.478, 7.110)
C (-6.014, -2.853, 5.064)
O (-6.924, -1.893, 4.564)
C (-7.417, -2.188, 3.262)
C (-8.772, -2.856, 3.292)
O (-8.715, -4.124, 3.911)
C (-9.181, -4.140, 5.250)
H (-5.913, -2.683, 6.136)
H (-6.354, -3.877, 4.903)
H (-5.031, -2.727, 4.587)
H (-6.705, -2.824, 2.724)
H (-7.505, -1.238, 2.725)
H (-9.107, -3.003, 2.260)
H (-9.500, -2.209, 3.792)
H (-10.274, -4.097, 5.282)
H (-8.774, -3.309, 5.830)
H (-8.855, -5.078, 5.695)
C (1.657, -0.725, -3.324)
O (1.007, 0.366, -2.681)
C (0.500, 0.062, -1.403)
C (1.411, 0.566, -0.302)
O (2.656, -0.087, -0.310)
C (3.691, 0.667, -0.929)
H (2.236, -0.317, -4.151)
H (2.325, -1.249, -2.641)
H (0.922, -1.433, -3.717)
H (0.330, -1.016, -1.297)
H (-0.472, 0.570, -1.313)
H (0.939, 0.360, 0.669)
H (1.542, 1.650, -0.391)
H (4.041, 1.461, -0.261)
H (3.368, 1.113, -1.871)
H (4.511, -0.018, -1.122)
C (-2.002, -5.120, 10.122)
O (-2.260, -3.983, 10.927)
C (-1.203, -3.041, 10.951)
C (-1.476, -1.864, 10.044)
O (-1.552, -2.246, 8.674)
C (-2.868, -2.424, 8.209)
H (-2.950, -5.635, 9.975)
H (-1.591, -4.842, 9.149)
H (-1.306, -5.801, 10.622)
H (-0.257, -3.516, 10.678)
H (-1.113, -2.672, 11.976)
H (-0.660, -1.143, 10.137)
H (-2.403, -1.369, 10.348)
H (-3.347, -1.449, 8.040)
H (-3.481, -3.006, 8.899)
H (-2.808, -2.961, 7.261)
C (-7.440, 2.919, 0.770)
O (-6.693, 1.967, 0.031)
C (-6.720, 0.665, 0.578)
C (-7.730, -0.241, -0.091)
O (-9.052, 0.199, 0.123)
C (-9.617, 0.906, -0.973)
H (-7.558, 3.798, 0.141)
H (-8.425, 2.536, 1.039)
H (-6.906, 3.210, 1.684)
H (-6.923, 0.712, 1.657)
H (-5.719, 0.235, 0.435)
H (-7.643, -1.243, 0.345)
H (-7.509, -0.321, -1.160)
H (-9.902, 0.216, -1.772)
H (-8.924, 1.650, -1.371)
H (-10.509, 1.409, -0.607)
C (3.452, 4.985, -2.889)
O (3.184, 3.666, -3.321)
C (1.825, 3.435, -3.677)
C (1.588, 3.543, -5.166)
O (1.811, 4.855, -5.650)
C (3.034, 5.038, -6.349)
H (4.533, 5.118, -2.891)
H (3.002, 5.725, -3.553)
H (3.079, 5.146, -1.869)
H (1.172, 4.143, -3.154)
H (1.577, 2.425, -3.341)
H (0.539, 3.298, -5.362)
H (2.209, 2.819, -5.706)
H (2.957, 4.670, -7.377)
H (3.867, 4.535, -5.856)
H (3.235, 6.107, -6.377)
C (2.657, -3.757, -0.537)
O (2.260, -3.918, -1.887)
C (3.086, -4.809, -2.622)
C (2.476, -6.185, -2.751)
O (2.343, -6.831, -1.498)
C (1.040, -6.770, -0.953)
H (1.832, -3.281, -0.009)
H (2.876, -4.718, -0.066)
H (3.536, -3.108, -0.462)
H (4.074, -4.880, -2.157)
H (3.213, -4.387, -3.623)
H (3.135, -6.801, -3.370)
H (1.506, -6.119, -3.253)
H (0.369, -7.468, -1.466)
H (0.624, -5.762, -1.017)
H (1.113, -7.059, 0.094)
C (5.917, 4.601, -9.446)
O (6.039, 4.910, -8.070)
C (6.878, 4.005, -7.371)
C (8.265, 4.563, -7.159)
O (8.959, 4.764, -8.377)
C (8.944, 6.104, -8.833)
H (5.499, 5.476, -9.940)
H (6.885, 4.368, -9.894)
H (5.239, 3.753, -9.597)
H (6.937, 3.049, -7.902)
H (6.424, 3.815, -6.393)
H (8.841, 3.843, -6.569)
H (8.208, 5.498, -6.591)
H (9.638, 6.721, -8.253)
H (7.944, 6.538, -8.775)
H (9.267, 6.096, -9.873)
C (8.242, 1.705, -3.803)
O (7.835, 1.295, -5.095)
C (8.908, 0.874, -5.927)
C (9.044, -0.630, -6.000)
O (9.383, -1.202, -4.749)
C (8.282, -1.753, -4.063)
H (7.347, 1.763, -3.184)
H (8.941, 0.995, -3.356)
H (8.710, 2.696, -3.836)
H (9.849, 1.317, -5.587)
H (8.706, 1.251, -6.935)
H (9.848, -0.875, -6.699)
H (8.117, -1.069, -6.383)
H (7.986, -2.714, -4.502)
H (7.427, -1.076, -4.079)
H (8.587, -1.917, -3.030)

=====

Formula: C38H94O14
Source: OMol25
Level of theory: wB97M-V/def2-TZVPD

Summary:
Charge: 0
Gap between HOMO and LUMO, Eh: 0.3520
Spin multiplicity: 1

CARTESIAN COORDINATES (ANGSTROEM)
C (-5.618, 4.851, -5.440)
C (-5.585, 3.805, -4.415)
C (-5.123, 2.533, -5.057)
O (-4.076, 2.985, -5.944)
C (-4.416, 4.290, -6.368)
H (-5.717, 5.860, -5.041)
H (-6.557, 4.736, -5.981)
H (-6.528, 3.631, -3.896)
H (-4.937, 4.025, -3.566)
H (-5.901, 1.927, -5.521)
H (-4.638, 1.901, -4.313)
H (-4.656, 4.376, -7.428)
H (-3.517, 4.895, -6.254)
C (1.012, 0.425, -0.776)
C (-0.343, 0.779, -1.245)
C (-1.267, -0.129, -0.343)
O (-0.346, -1.072, 0.269)
C (0.841, -0.378, 0.500)
H (1.576, 1.357, -0.782)
H (1.553, -0.149, -1.528)
H (-0.683, 0.566, -2.259)
H (-0.623, 1.832, -1.241)
H (-1.922, -0.789, -0.912)
H (-1.929, 0.377, 0.359)
H (1.584, -1.169, 0.602)
H (0.766, 0.102, 1.476)
C (4.399, 2.137, -6.824)
C (2.844, 2.193, -6.973)
C (2.567, 3.694, -6.658)
O (3.602, 4.043, -5.755)
C (4.874, 3.466, -6.205)
H (4.735, 1.867, -7.825)
H (4.665, 1.243, -6.260)
H (2.410, 1.426, -6.331)
H (2.541, 1.954, -7.993)
H (1.635, 3.814, -6.107)
H (2.557, 4.348, -7.530)
H (5.604, 3.272, -5.419)
H (5.321, 4.280, -6.777)
C (-9.531, -0.519, 5.092)
C (-9.243, -0.946, 3.627)
C (-8.247, 0.164, 3.116)
O (-7.968, 0.915, 4.265)
C (-8.225, 0.194, 5.462)
H (-9.779, -1.467, 5.571)
H (-10.377, 0.157, 5.216)
H (-10.156, -0.989, 3.033)
H (-8.904, -1.945, 3.352)
H (-8.715, 0.802, 2.366)
H (-7.365, -0.326, 2.704)
H (-8.417, 0.875, 6.291)
H (-7.409, -0.494, 5.681)
C (0.538, 7.042, -0.046)
C (1.595, 7.002, -1.197)
C (2.703, 7.820, -0.607)
O (2.223, 8.589, 0.453)
C (1.208, 7.782, 1.108)
H (0.365, 6.006, 0.248)
H (-0.446, 7.388, -0.364)
H (1.205, 7.460, -2.106)
H (2.076, 6.029, -1.298)
H (3.334, 8.278, -1.368)
H (3.451, 7.086, -0.308)
H (0.519, 8.496, 1.559)
H (1.845, 7.217, 1.790)
O (5.178, -3.869, 2.986)
H (5.145, -3.898, 2.029)
H (5.696, -3.089, 3.185)
O (0.500, -4.311, -2.175)
H (-0.284, -4.699, -2.563)
H (0.173, -3.573, -1.660)
O (-1.933, -1.424, -7.462)
H (-1.863, -1.751, -8.359)
H (-2.068, -0.481, -7.560)
C (7.140, 2.547, -0.597)
C (7.702, 1.292, 0.071)
C (9.076, 1.444, 0.665)
O (6.838, 0.852, 1.043)
H (6.349, 2.408, -1.334)
H (7.955, 3.095, -1.069)
H (6.816, 3.164, 0.241)
H (7.701, 0.458, -0.630)
H (9.719, 1.997, -0.020)
H (9.505, 0.446, 0.754)
H (9.062, 1.795, 1.697)
H (6.465, 0.118, 0.548)
C (6.439, -6.284, -1.840)
C (6.446, -4.887, -2.262)
C (6.041, -4.681, -3.733)
O (5.366, -4.343, -1.474)
H (5.459, -6.760, -1.869)
H (6.693, -6.378, -0.784)
H (7.150, -6.850, -2.442)
H (7.379, -4.367, -2.040)
H (5.270, -5.387, -4.043)
H (6.874, -4.651, -4.435)
H (5.621, -3.709, -3.992)
H (4.507, -4.725, -1.668)
C (-3.512, 1.999, 9.545)
C (-2.455, 1.274, 8.790)
C (-2.279, 1.751, 7.333)
O (-1.223, 1.683, 9.417)
H (-3.292, 3.041, 9.310)
H (-3.432, 1.831, 10.619)
H (-4.559, 2.040, 9.246)
H (-2.596, 0.194, 8.825)
H (-3.209, 1.773, 6.765)
H (-1.561, 1.056, 6.898)
H (-1.856, 2.754, 7.289)
H (-1.067, 2.630, 9.452)
C (-4.020, -5.186, 3.193)
C (-3.142, -6.427, 3.004)
C (-3.855, -7.729, 2.720)
O (-2.245, -6.055, 1.936)
H (-4.729, -5.371, 4.000)
H (-4.660, -5.115, 2.315)
H (-3.450, -4.284, 3.417)
H (-2.478, -6.629, 3.844)
H (-3.219, -8.486, 2.262)
H (-4.611, -7.383, 2.014)
H (-4.434, -8.158, 3.538)
H (-1.955, -5.141, 1.969)
C (3.960, 2.141, 5.995)
C (5.365, 1.950, 6.585)
C (5.561, 0.617, 7.166)
O (6.411, 2.229, 5.652)
H (3.635, 1.287, 5.401)
H (3.777, 2.903, 5.237)
H (3.224, 2.227, 6.794)
H (5.572, 2.744, 7.303)
H (5.194, 0.607, 8.193)
H (6.623, 0.373, 7.189)
H (5.050, -0.226, 6.701)
H (6.232, 1.830, 4.798)
C (-5.617, -6.556, -4.442)
C (-4.149, -6.160, -4.175)
C (-3.260, -6.841, -5.199)
O (-3.949, -4.778, -4.049)
H (-6.272, -6.228, -3.636)
H (-5.721, -7.641, -4.438)
H (-5.881, -6.142, -5.415)
H (-4.008, -6.510, -3.152)
H (-3.429, -6.439, -6.198)
H (-3.467, -7.911, -5.178)
H (-2.226, -6.562, -4.995)
H (-3.889, -4.390, -4.925)

=====

Formula: C38H97ClN7O16
Source: OMol25
Level of theory: wB97M-V/def2-TZVPD

Summary:
Energy relative to the best compared isomer or geometry (same formula, charge and spin), kcal per mole: 621.5
Charge: -1
Gap between HOMO and LUMO, Eh: 0.1894
Spin multiplicity: 1

CARTESIAN COORDINATES (ANGSTROEM)
Cl (-22.816, 10.628, 24.978)
O (-23.501, 10.586, 26.241)
O (-21.675, 11.484, 25.157)
O (-22.296, 9.329, 24.709)
O (-23.726, 11.004, 23.899)
C (-17.587, 8.729, 27.775)
O (-18.558, 9.735, 27.461)
C (-19.698, 9.626, 28.247)
C (-20.806, 10.329, 27.514)
N (-20.546, 11.721, 27.200)
C (-20.859, 12.527, 28.396)
C (-21.024, 14.079, 28.060)
O (-21.838, 14.143, 26.893)
C (-22.084, 15.467, 26.456)
H (-16.650, 9.152, 27.415)
H (-17.874, 7.847, 27.202)
H (-17.465, 8.512, 28.836)
H (-19.566, 10.026, 29.252)
H (-20.019, 8.596, 28.400)
H (-21.770, 10.114, 27.976)
H (-20.887, 9.779, 26.577)
H (-21.283, 11.902, 26.533)
H (-20.107, 12.422, 29.178)
H (-21.853, 12.227, 28.728)
H (-20.019, 14.460, 27.882)
H (-21.509, 14.681, 28.828)
H (-22.285, 16.078, 27.335)
H (-22.961, 15.472, 25.808)
H (-21.229, 15.902, 25.938)
C (-25.165, 7.050, 29.118)
O (-23.896, 7.690, 29.330)
C (-23.769, 8.968, 28.664)
C (-24.722, 10.131, 29.277)
N (-24.187, 11.520, 29.383)
C (-23.996, 12.036, 27.962)
C (-23.710, 13.567, 27.897)
O (-24.850, 14.334, 28.437)
C (-24.458, 15.634, 28.990)
H (-25.208, 5.996, 29.392)
H (-25.573, 7.035, 28.107)
H (-25.959, 7.551, 29.672)
H (-24.023, 8.976, 27.605)
H (-22.709, 9.211, 28.740)
H (-24.762, 9.865, 30.333)
H (-25.716, 10.063, 28.835)
H (-25.062, 11.935, 29.672)
H (-24.817, 11.899, 27.258)
H (-23.130, 11.577, 27.484)
H (-23.388, 13.817, 26.886)
H (-22.788, 13.756, 28.446)
H (-25.350, 16.136, 29.365)
H (-24.065, 16.326, 28.246)
H (-23.878, 15.554, 29.910)
C (-22.734, 13.294, 23.804)
O (-21.487, 13.893, 23.346)
C (-21.721, 15.211, 22.943)
C (-20.387, 15.929, 22.631)
N (-19.579, 15.880, 23.858)
C (-18.328, 16.564, 23.635)
C (-17.282, 15.844, 22.668)
O (-16.891, 14.559, 23.251)
C (-15.880, 13.880, 22.512)
H (-22.592, 12.241, 24.046)
H (-23.419, 13.469, 22.974)
H (-22.986, 13.741, 24.766)
H (-22.210, 15.683, 23.795)
H (-22.346, 15.267, 22.051)
H (-20.572, 16.892, 22.155)
H (-19.966, 15.256, 21.884)
H (-19.375, 14.923, 24.105)
H (-17.804, 16.492, 24.588)
H (-18.594, 17.606, 23.458)
H (-16.428, 16.517, 22.586)
H (-17.621, 15.646, 21.652)
H (-15.519, 12.969, 22.991)
H (-15.044, 14.547, 22.301)
H (-16.355, 13.568, 21.582)
C (-26.157, 7.770, 20.956)
O (-25.045, 8.571, 20.582)
C (-24.117, 8.782, 21.639)
C (-22.891, 9.674, 21.327)
N (-23.384, 10.942, 20.688)
C (-23.746, 11.884, 21.779)
C (-24.413, 13.173, 21.331)
O (-25.772, 13.010, 20.991)
C (-26.367, 14.223, 20.582)
H (-25.934, 6.713, 21.107)
H (-26.985, 7.728, 20.249)
H (-26.606, 8.070, 21.903)
H (-23.866, 7.778, 21.981)
H (-24.690, 9.252, 22.438)
H (-22.279, 9.141, 20.600)
H (-22.251, 9.889, 22.182)
H (-24.237, 10.714, 20.197)
H (-22.850, 12.207, 22.309)
H (-24.417, 11.434, 22.512)
H (-23.870, 13.622, 20.498)
H (-24.331, 13.881, 22.156)
H (-26.016, 14.492, 19.586)
H (-26.240, 15.059, 21.269)
H (-27.425, 13.974, 20.504)
C (-15.253, 6.719, 24.323)
O (-16.233, 7.636, 24.674)
C (-16.570, 8.493, 23.582)
C (-17.160, 9.858, 24.010)
N (-18.342, 9.664, 24.924)
C (-19.492, 9.050, 24.271)
C (-20.505, 8.528, 25.335)
O (-19.977, 7.407, 26.079)
C (-20.853, 6.746, 26.947)
H (-15.083, 6.126, 25.222)
H (-14.291, 7.132, 24.021)
H (-15.648, 6.028, 23.579)
H (-17.253, 7.983, 22.903)
H (-15.708, 8.752, 22.967)
H (-17.461, 10.345, 23.082)
H (-16.401, 10.470, 24.497)
H (-18.071, 8.812, 25.393)
H (-19.218, 8.243, 23.591)
H (-19.963, 9.816, 23.655)
H (-21.408, 8.195, 24.824)
H (-20.789, 9.323, 26.025)
H (-20.383, 6.066, 27.657)
H (-21.557, 6.177, 26.339)
H (-21.463, 7.424, 27.543)
C (-25.968, 10.705, 25.480)
C (-26.997, 9.769, 26.082)
C (-28.418, 10.193, 25.844)
O (-28.613, 11.435, 26.462)
C (-29.708, 12.129, 25.975)
N (-26.749, 8.411, 25.562)
H (-24.993, 10.627, 25.961)
H (-26.077, 11.731, 25.831)
H (-25.824, 10.740, 24.400)
H (-26.760, 9.736, 27.145)
H (-29.176, 9.509, 26.226)
H (-28.606, 10.248, 24.772)
H (-29.744, 12.075, 24.887)
H (-29.454, 13.150, 26.262)
H (-30.614, 11.707, 26.408)
H (-27.441, 7.833, 26.016)
H (-25.886, 8.064, 25.956)
C (-19.788, 11.363, 23.081)
C (-19.094, 11.599, 24.414)
C (-19.236, 13.022, 24.875)
O (-18.623, 13.127, 26.148)
C (-18.664, 14.537, 26.481)
N (-19.641, 10.729, 25.476)
H (-20.867, 11.486, 23.178)
H (-19.500, 10.328, 22.895)
H (-19.457, 11.976, 22.243)
H (-18.048, 11.308, 24.318)
H (-20.269, 13.368, 24.902)
H (-18.784, 13.563, 24.043)
H (-17.834, 15.094, 26.046)
H (-18.686, 14.850, 27.525)
H (-19.588, 15.043, 26.202)
H (-19.434, 9.804, 25.127)
H (-20.646, 10.731, 25.374)